Entry 1:
ORCA calculation (ωB97M-V with the def2-TZVPD basis set) on a structure of composition C40H44BN10O4SbSn.

Summary:
LUMO energy = -5.54 eV
Total charge = +2

Atoms and positions in Å:
1 Sn -0.25 0.89 0.38
2 C 3.22 1.88 -0.37
3 C 2.52 2.62 0.72
4 C 3.04 3.60 1.57
5 C 1.98 3.99 2.37
6 C 1.97 5.01 3.46
7 N 0.90 3.28 2.02
8 N 1.23 2.44 1.00
9 B -0.54 3.33 2.58
10 N -0.86 1.97 3.23
11 N -0.72 0.82 2.50
12 C -0.92 -0.22 3.32
13 C -0.81 -1.63 2.86
14 C -1.17 0.26 4.60
15 C -1.13 1.65 4.50
16 C -1.34 2.67 5.57
17 N -1.52 3.56 1.41
18 N -1.51 2.70 0.35
19 C -2.35 3.18 -0.57
20 C -2.59 2.49 -1.87
21 C -2.90 4.37 -0.10
22 C -2.35 4.58 1.15
23 C -2.58 5.70 2.10
24 H 4.12 1.39 0.01
25 H 3.54 2.57 -1.15
26 H 2.58 1.13 -0.83
27 H 4.04 3.98 1.59
28 H 2.95 5.45 3.56
29 H 1.69 4.57 4.42
30 H 1.26 5.81 3.24
31 H -0.64 4.20 3.38
32 H -0.84 -1.72 1.77
33 H -1.63 -2.22 3.28
34 H 0.12 -2.08 3.21
35 H -1.38 -0.32 5.48
36 H -1.60 2.17 6.50
37 H -2.15 3.35 5.30
38 H -0.45 3.26 5.73
39 H -1.69 1.97 -2.21
40 H -2.88 3.21 -2.63
41 H -3.39 1.76 -1.77
42 H -3.61 5.00 -0.61
43 H -3.34 6.37 1.71
44 H -1.67 6.28 2.26
45 H -2.92 5.34 3.07
46 C -3.00 -4.36 0.81
47 C -1.90 -4.62 -0.17
48 C -1.76 -5.83 -0.84
49 C -0.77 -6.00 -1.79
50 C 0.07 -4.93 -2.09
51 C -0.15 -3.78 -1.37
52 N -1.06 -3.60 -0.43
53 Sb 0.68 -1.84 -1.63
54 C 1.50 -0.80 -3.28
55 C 1.98 -1.32 -4.47
56 C 2.28 -0.39 -5.46
57 C 2.09 0.96 -5.21
58 C 1.61 1.38 -3.97
59 C 1.42 2.82 -3.64
60 N 1.32 0.48 -3.02
61 C 2.04 -1.49 0.02
62 C 3.21 -2.19 -0.21
63 C 4.22 -2.08 0.74
64 C 3.99 -1.30 1.86
65 C 2.77 -0.63 2.01
66 C 2.51 0.21 3.22
67 N 1.82 -0.74 1.08
68 H -3.41 -5.29 1.19
69 H -2.64 -3.76 1.64
70 H -3.80 -3.80 0.32
71 H -2.43 -6.65 -0.61
72 H -0.65 -6.94 -2.30
73 H 0.85 -5.00 -2.84
74 H 2.12 -2.38 -4.62
75 H 2.66 -0.72 -6.42
76 H 2.30 1.69 -5.98
77 H 0.84 3.32 -4.42
78 H 0.90 2.93 -2.69
79 H 2.38 3.33 -3.57
80 H 3.36 -2.80 -1.10
81 H 5.16 -2.60 0.61
82 H 4.75 -1.19 2.62
83 H 3.41 0.75 3.50
84 H 1.70 0.91 3.04
85 H 2.23 -0.43 4.06
86 O -2.42 -0.77 -0.53
87 C -2.24 -0.90 -1.72
88 O -1.07 -1.20 -2.28
89 C -3.32 -0.72 -2.74
90 C -3.02 -0.47 -4.08
91 C -4.05 -0.27 -4.98
92 C -5.35 -0.34 -4.53
93 C -5.67 -0.60 -3.21
94 C -4.64 -0.78 -2.30
95 N -6.45 -0.14 -5.50
96 O -7.58 -0.31 -5.10
97 O -6.14 0.19 -6.62
98 H -1.99 -0.42 -4.40
99 H -3.86 -0.06 -6.03
100 H -6.71 -0.66 -2.91
101 H -4.85 -0.97 -1.26

These are the Löwdin partial charges, in e, on atoms 1 to 8:
1. Sn 1.361
2. C -0.013
3. C -0.322
4. C 0.042
5. C -0.244
6. C 0.003
7. N 0.041
8. N -0.053

***

Entry 2:
ORCA calculation (ωB97M-V with the def2-TZVPD basis set) on a cluster of 2 separate species, C36H35OSi in total.

Summary:
LUMO energy = -5.41 eV
Total charge = +1

Atoms and positions in Å:
1 C -2.02 2.82 0.57
2 C -0.83 1.93 0.50
3 C -0.81 0.64 0.94
4 O 0.30 2.55 0.04
5 Si 1.12 2.21 -1.42
6 C 0.18 0.93 -2.36
7 C -0.78 1.33 -3.30
8 C -1.60 0.37 -3.91
9 C -1.43 -0.99 -3.62
10 C -0.44 -1.39 -2.72
11 C 0.38 -0.43 -2.11
12 C 1.28 3.77 -2.41
13 C 2.34 3.89 -3.33
14 C 2.46 5.04 -4.13
15 C 1.52 6.07 -4.02
16 C 0.48 5.96 -3.09
17 C 0.37 4.82 -2.28
18 C 2.80 1.58 -1.00
19 C 3.46 0.69 -1.85
20 C 4.74 0.22 -1.54
21 C 5.38 0.66 -0.37
22 C 4.72 1.56 0.48
23 C 3.44 2.02 0.17
24 H -2.88 2.24 0.92
25 H -1.86 3.65 1.27
26 H -2.26 3.23 -0.43
27 H 0.11 0.07 1.00
28 H -1.78 0.22 1.20
29 H -0.90 2.39 -3.54
30 H -2.37 0.69 -4.62
31 H -2.07 -1.73 -4.10
32 H -0.30 -2.45 -2.48
33 H 1.17 -0.76 -1.43
34 H 3.08 3.09 -3.42
35 H 3.28 5.12 -4.84
36 H 1.60 6.96 -4.65
37 H -0.26 6.76 -2.99
38 H -0.43 4.76 -1.54
39 H 2.97 0.34 -2.77
40 H 5.24 -0.48 -2.21
41 H 6.38 0.30 -0.12
42 H 5.21 1.91 1.39
43 H 2.93 2.72 0.84
44 C -6.00 -0.49 3.92
45 C -4.59 -0.93 3.71
46 C -3.56 -0.02 4.00
47 C -2.25 -0.36 3.75
48 C -1.91 -1.62 3.14
49 C -0.59 -1.79 2.67
50 C -0.03 -2.95 2.08
51 C 1.38 -3.15 2.19
52 C 1.98 -4.28 1.67
53 C 1.22 -5.26 1.02
54 C 1.91 -6.47 0.48
55 C -0.15 -5.06 0.86
56 C -0.77 -3.92 1.35
57 C -2.96 -2.58 3.05
58 C -4.28 -2.22 3.27
59 H -6.71 -1.22 3.52
60 H -6.22 -0.34 4.99
61 H -6.18 0.47 3.42
62 H -3.80 0.95 4.42
63 H -1.44 0.34 3.96
64 H 0.11 -0.99 2.91
65 H 1.96 -2.41 2.73
66 H 3.06 -4.43 1.78
67 H 1.19 -7.22 0.15
68 H 2.53 -6.21 -0.39
69 H 2.58 -6.92 1.22
70 H -0.75 -5.83 0.35
71 H -1.83 -3.77 1.15
72 H -2.73 -3.62 2.80
73 H -5.08 -2.95 3.13

These are the Löwdin partial charges, in e, on atoms 1 to 8:
1. C -0.023
2. C -0.433
3. C 0.049
4. O -0.117
5. Si 0.620
6. C -0.232
7. C -0.068
8. C -0.074

***

no.,orbital gap (eV)
1,8.139
2,5.414